(1)
Computed, not measured: a single C4H6O2 molecule, with the ωB97M-V functional and the def2-TZVPD basis.

Values from the calculation:
Kohn-Sham gap ... 9.343 eV
SMILES string ... CCC(=O)C=O
LUMO energy ... -0.0152 Ha
Energy relative to the best compared isomer or geometry (same formula, charge and spin) ... 0.9921 eV
Max |F| ... 0.61 eV/Å

Each line ends with the Mulliken charge.
Atoms and positions in Å:
C (0.606, 1.661, 0.251)  -1.22
C (0.436, 0.149, 0.255)  -0.25
C (-0.769, -0.437, -0.425)  0.46
O (-1.675, 0.159, -0.961)  -0.53
C (-0.780, -1.983, -0.348)  -0.03
O (0.180, -2.591, 0.058)  -0.45
H (0.810, 2.033, -0.757)  0.31
H (-0.268, 2.194, 0.636)  0.31
H (1.464, 1.925, 0.879)  0.36
H (0.390, -0.264, 1.272)  0.33
H (1.309, -0.342, -0.191)  0.33
H (-1.702, -2.504, -0.669)  0.38



(2)
Computed, not measured: 2 unconnected molecules or ions with the total composition C4H6O2 at a distorted geometry, with the ωB97M-V functional and the def2-TZVPD basis.

Values from the calculation:
Kohn-Sham gap ... 9.755 eV
SMILES string ... C=C=O.C=CO
LUMO energy ... 0.0288 Ha
Energy relative to the best compared isomer or geometry (same formula, charge and spin) ... 2.1334 eV
Max |F| ... 1.08 eV/Å

Each line ends with the Mulliken charge.
Atoms and positions in Å:
C (1.847, 0.503, -0.719)  -1.28
C (1.267, 1.454, -0.010)  0.96
O (0.737, 2.284, 0.607)  -0.32
C (-1.025, -0.752, 1.172)  -0.76
C (-1.654, -0.614, 0.005)  0.14
O (-1.099, -0.555, -1.228)  -0.50
H (-0.133, -0.497, -1.133)  0.32
H (2.271, -0.354, -0.210)  0.33
H (2.065, 0.688, -1.764)  0.31
H (0.055, -0.853, 1.243)  0.25
H (-1.594, -0.770, 2.094)  0.22
H (-2.736, -0.533, -0.058)  0.33



(3)
Computed, not measured: a single C4H6O2 molecule, with the ωB97M-V functional and the def2-TZVPD basis.

Values from the calculation:
Kohn-Sham gap ... 10.703 eV
SMILES string ... O=C[C@@H]1C[C@@H]1O
LUMO energy ... 0.0299 Ha
Energy relative to the best compared isomer or geometry (same formula, charge and spin) ... 2.0665 eV
Max |F| ... 0.95 eV/Å

Each line ends with the Mulliken charge.
Atoms and positions in Å:
O (-1.653, 0.454, 0.590)  -0.53
C (-0.891, -0.416, -0.210)  0.06
C (0.052, 0.193, -1.214)  -0.82
C (0.585, -0.484, 0.031)  0.08
C (1.135, 0.144, 1.291)  -0.15
O (0.955, -0.403, 2.338)  -0.44
H (-1.880, 1.235, 0.062)  0.30
H (-1.425, -1.336, -0.441)  0.31
H (0.150, -0.333, -2.163)  0.25
H (0.136, 1.279, -1.272)  0.30
H (1.114, -1.410, -0.196)  0.34
H (1.722, 1.079, 1.185)  0.32



(4)
Computed, not measured: a single C4H6O2 molecule at a distorted geometry, with the ωB97M-V functional and the def2-TZVPD basis.

Values from the calculation:
Kohn-Sham gap ... 10.743 eV
SMILES string ... O=C1CC[C@@H]1O
LUMO energy ... 0.0301 Ha
Energy relative to the best compared isomer or geometry (same formula, charge and spin) ... 1.6130 eV
Max |F| ... 1.10 eV/Å

Each line ends with the Mulliken charge.
Atoms and positions in Å:
O (-0.910, 0.356, 1.939)  -0.54
C (-0.538, 0.501, 0.613)  -0.07
C (0.921, 0.569, -0.105)  -0.64
C (0.371, -0.375, -1.207)  -0.44
C (-0.681, -0.758, -0.198)  0.55
O (-1.083, -1.828, 0.194)  -0.60
H (-0.977, -0.601, 2.110)  0.34
H (-0.895, 1.445, 0.221)  0.28
H (1.196, 1.564, -0.481)  0.29
H (1.741, 0.159, 0.481)  0.28
H (1.007, -1.193, -1.538)  0.28
H (-0.063, 0.151, -2.063)  0.26



(5)
Computed, not measured: 2 unconnected molecules or ions with the total composition C4H6O2 at a distorted geometry, with the ωB97M-V functional and the def2-TZVPD basis.

Values from the calculation:
Kohn-Sham gap ... 9.915 eV
SMILES string ... C=C=O.CC=O
LUMO energy ... 0.0355 Ha
Energy relative to the best compared isomer or geometry (same formula, charge and spin) ... 1.6983 eV
Max |F| ... 1.06 eV/Å

Each line ends with the Mulliken charge.
Atoms and positions in Å:
O (-2.035, -0.178, -0.753)  -0.40
C (-1.208, -0.595, -1.468)  0.81
C (-0.311, -1.042, -2.316)  -0.95
C (0.108, 1.122, 1.518)  -0.82
C (0.993, -0.056, 1.232)  0.18
O (0.744, -0.934, 0.438)  -0.48
H (0.644, -1.374, -1.933)  0.29
H (-0.555, -1.088, -3.368)  0.27
H (0.694, 2.047, 1.482)  0.29
H (-0.726, 1.167, 0.814)  0.20
H (-0.284, 1.031, 2.539)  0.27
H (1.936, -0.099, 1.816)  0.34



(6)
Computed, not measured: a molecular structure, C4H6O2, with the ωB97M-V functional and the def2-TZVPD basis.

Values from the calculation:
Kohn-Sham gap ... 9.547 eV
LUMO energy ... 0.0170 Ha
Energy relative to the best compared isomer or geometry (same formula, charge and spin) ... 4.6154 eV
Max |F| ... 0.78 eV/Å

Each line ends with the Mulliken charge.
Atoms and positions in Å:
C (1.191, -0.783, 0.283)  -1.23
C (0.639, 0.608, 0.097)  0.40
O (0.201, 0.834, -1.293)  -0.36
C (-0.797, 0.896, 0.193)  -0.57
C (-1.781, -0.162, 0.143)  0.18
O (-2.251, -0.604, 1.174)  -0.49
H (1.203, -1.005, 1.356)  0.33
H (0.557, -1.525, -0.210)  0.31
H (2.213, -0.871, -0.097)  0.35
H (1.333, 1.388, 0.426)  0.32
H (-0.342, 1.674, -1.209)  0.44
H (-2.165, -0.451, -0.863)  0.33



(7)
Computed, not measured: a molecular structure, C4H6O2, with the ωB97M-V functional and the def2-TZVPD basis.

Values from the calculation:
Kohn-Sham gap ... 9.055 eV
LUMO energy ... 0.0102 Ha
Energy relative to the best compared isomer or geometry (same formula, charge and spin) ... 5.5687 eV
Max |F| ... 0.49 eV/Å

Each line ends with the Mulliken charge.
Atoms and positions in Å:
O (1.247, 1.352, 0.566)  -0.49
C (1.385, 0.161, -0.154)  -0.45
C (0.071, -0.398, -0.642)  0.16
O (-0.810, -0.579, 0.832)  -0.55
C (-0.947, 0.453, -1.233)  -0.60
C (-1.738, 0.338, -0.207)  -0.13
H (0.579, 1.197, 1.249)  0.32
H (1.929, -0.608, 0.422)  0.27
H (1.959, 0.380, -1.058)  0.33
H (0.152, -1.432, -0.999)  0.40
H (-1.174, -1.477, 0.924)  0.36
H (-2.654, 0.613, 0.300)  0.38



(8)
Computed, not measured: a single C4H6O2 molecule, with the ωB97M-V functional and the def2-TZVPD basis.

Values from the calculation:
Kohn-Sham gap ... 8.560 eV
LUMO energy ... 0.0180 Ha
Energy relative to the best compared isomer or geometry (same formula, charge and spin) ... 6.8806 eV
Max |F| ... 0.55 eV/Å

Each line ends with the Mulliken charge.
Atoms and positions in Å:
O (-0.965, 0.047, -1.579)  -0.25
C (-0.445, -1.117, -1.847)  -0.19
C (0.540, -0.064, -0.799)  -0.41
C (0.126, 0.851, 0.334)  0.15
C (-0.323, 0.288, 1.602)  -0.40
O (0.999, 0.790, 1.448)  -0.44
H (-1.046, -1.923, -1.326)  0.08
H (1.283, 0.352, -1.472)  0.29
H (0.901, -0.989, -0.309)  0.29
H (-0.199, 1.849, 0.043)  0.40
H (-0.975, 0.872, 2.248)  0.27
H (-0.402, -0.795, 1.710)  0.22



(9)
Computed, not measured: a molecular structure, C4H6O2, with the ωB97M-V functional and the def2-TZVPD basis.

Values from the calculation:
Kohn-Sham gap ... 11.383 eV
LUMO energy ... 0.0321 Ha
Energy relative to the best compared isomer or geometry (same formula, charge and spin) ... 0.4862 eV
Max |F| ... 0.66 eV/Å

Each line ends with the Mulliken charge.
Atoms and positions in Å:
C (0.111, -0.687, 1.390)  -1.27
C (0.273, -0.554, -0.103)  0.39
C (-0.784, 0.202, -0.913)  -0.49
C (0.342, 1.197, -1.135)  0.54
O (0.499, 2.231, -1.709)  -0.55
O (1.256, 0.487, -0.416)  -0.38
H (-0.521, -1.540, 1.655)  0.35
H (-0.320, 0.218, 1.830)  0.32
H (1.098, -0.836, 1.833)  0.30
H (0.597, -1.492, -0.560)  0.30
H (-1.122, -0.272, -1.834)  0.26
H (-1.636, 0.600, -0.361)  0.23



(10)
Computed, not measured: a molecular structure, C4H6O2 at a distorted geometry, with the ωB97M-V functional and the def2-TZVPD basis.

Values from the calculation:
Kohn-Sham gap ... 9.667 eV
LUMO energy ... 0.0227 Ha
Energy relative to the best compared isomer or geometry (same formula, charge and spin) ... 4.3195 eV
Max |F| ... 1.47 eV/Å

Each line ends with the Mulliken charge.
Atoms and positions in Å:
O (2.430, -1.645, 0.391)  -0.27
C (2.268, -0.728, -0.285)  0.11
O (1.216, 0.680, 0.277)  -0.61
C (-0.056, 0.257, 0.640)  0.16
C (-0.935, -0.460, -0.354)  -0.59
C (-1.244, 0.958, 0.062)  -0.58
H (1.830, 0.183, -0.856)  0.49
H (-0.126, -0.069, 1.677)  0.35
H (-0.554, -0.605, -1.363)  0.24
H (-1.576, -1.262, 0.001)  0.23
H (-1.033, 1.741, -0.660)  0.23
H (-2.106, 1.139, 0.697)  0.24